Entry 1:
The following is a quantum chemistry calculation of 6 unconnected molecules or ions with the total composition C24H30N6 at a distorted geometry, from the OMol25 dataset.

Each line ends with the natural charge from an NBO analysis.
CARTESIAN COORDINATES (ANGSTROEM)
N: 1.1899 0.0283 -5.0269  -0.5069
C: 0.3190 -0.1005 -3.9802  -0.0852
C: -0.1059 -1.4019 -3.8445  -0.2922
C: 0.6234 -2.1386 -4.7835  -0.3090
C: 1.3815 -1.2218 -5.5120  -0.0833
H: 1.6639 0.8732 -5.3127  0.4194
H: -0.0342 0.7681 -3.4443  0.2009
H: -0.8918 -1.7856 -3.2109  0.2313
H: 0.6009 -3.1986 -4.9891  0.2192
H: 2.0530 -1.5227 -6.3026  0.2078
N: 0.4103 -0.8125 0.5165  -0.5073
C: -0.7939 -0.9987 1.1105  -0.0901
C: -1.7065 -0.3026 0.3540  -0.3045
C: -1.0347 0.3049 -0.7400  -0.3396
C: 0.2757 -0.0675 -0.6302  -0.0727
H: 1.2492 -1.2494 0.8706  0.4264
H: -0.8616 -1.5346 2.0457  0.2162
H: -2.7548 -0.1369 0.5539  0.2233
H: -1.4506 0.9681 -1.4840  0.2268
H: 1.1619 0.1604 -1.2039  0.2285
N: -4.0163 5.1466 -4.1287  -0.5071
C: -3.7068 5.2395 -2.7609  -0.0870
C: -2.8138 4.2357 -2.3849  -0.3049
C: -2.6002 3.4910 -3.5085  -0.3056
C: -3.3617 4.0290 -4.5965  -0.0788
H: -4.6131 5.7994 -4.6162  0.4206
H: -4.1634 5.9028 -2.0411  0.2080
H: -2.3872 4.0755 -1.4058  0.2288
H: -1.9246 2.6490 -3.4783  0.2145
H: -3.5712 3.7887 -5.6283  0.2115
N: 3.7112 -1.0658 2.3449  -0.5177
C: 3.1579 0.1875 2.2695  -0.0866
C: 3.4389 0.6660 1.0207  -0.3084
C: 4.2415 -0.2451 0.3707  -0.3164
C: 4.4188 -1.2910 1.2000  -0.0836
H: 3.6528 -1.7401 3.0946  0.4144
H: 2.5514 0.5964 3.0641  0.2331
H: 3.2369 1.6857 0.7278  0.2293
H: 4.6684 -0.1615 -0.6178  0.2230
H: 4.9731 -2.2037 1.0384  0.2088
N: 0.2679 2.2401 1.7943  -0.5056
C: 0.9040 3.4561 1.6178  -0.1004
C: 1.3880 3.8084 2.8545  -0.2929
C: 1.0408 2.8302 3.7955  -0.3317
C: 0.3148 1.8548 3.0930  -0.0744
H: -0.0209 1.6034 1.0654  0.4370
H: 1.0024 3.9477 0.6612  0.2147
H: 1.9327 4.6809 3.1838  0.2165
H: 1.3219 2.8941 4.8363  0.2205
H: -0.1251 0.9020 3.3485  0.2114
N: -1.5316 -6.6889 4.0669  -0.5058
C: -0.4838 -6.0691 3.4662  -0.0790
C: -0.7134 -4.7452 3.5125  -0.2966
C: -1.8889 -4.4876 4.1403  -0.3124
C: -2.4405 -5.7000 4.3641  -0.0649
H: -1.6800 -7.6877 4.0462  0.4133
H: 0.2041 -6.7043 2.9280  0.2061
H: -0.0065 -4.0827 3.0353  0.2082
H: -2.2928 -3.5216 4.4050  0.2266
H: -3.3804 -5.9474 4.8352  0.2047

Forces on atoms 1 to 3 (eV/Å):
N -0.112 -0.563 0.462
C -1.154 0.935 0.619
C 0.153 0.409 0.109

Kohn-Sham gap: 8.5255 eV
Total charge: 0
Energy above the lowest of the compared OMol25 structures with the same formula, charge and spin: 31.07 kcal/mol
SMILES string: c1cc[nH]c1.c1cc[nH]c1.c1cc[nH]c1.c1cc[nH]c1.c1cc[nH]c1.c1cc[nH]c1
HOMO level: -0.2906 Eh
Strongest force on any atom: 4.10 eV Å⁻¹

Entry 2:
The following is a quantum chemistry calculation of C23H33FN2O2 in the gas phase, from the OMol25 dataset.

Each line ends with the natural charge from an NBO analysis.
CARTESIAN COORDINATES (ANGSTROEM)
C: 3.5802 -4.2235 -0.1242  -0.6089
H: 3.9744 -4.9609 0.5711  0.2085
H: 3.9644 -4.4534 -1.1161  0.2083
H: 3.9615 -3.2494 0.1583  0.2075
C: 2.0502 -4.2683 -0.1377  -0.0463
C: 1.4806 -3.1182 -0.9786  -0.3993
C: 1.5953 -1.7634 -0.2832  -0.0567
N: 1.0266 -0.7345 -1.1330  -0.6192
C: 1.6965 0.3700 -1.5086  0.6844
O: 2.8451 0.5966 -1.1866  -0.6322
C: 0.9026 1.3621 -2.3690  -0.3069
C: 0.0083 2.2029 -1.4412  -0.2126
N: -1.0304 1.3740 -0.8822  -0.4416
C: -1.7636 0.5816 -1.6950  0.6741
O: -2.5917 -0.2115 -1.2836  -0.6419
C: -1.4495 0.7840 -3.1624  -0.5058
C: 0.0533 0.6967 -3.4635  -0.4034
H: 0.3441 -0.3498 -3.5727  0.2179
H: 0.2427 1.1805 -4.4231  0.2245
H: -2.0036 0.0451 -3.7418  0.2426
H: -1.8221 1.7745 -3.4367  0.2259
C: -1.2493 1.3617 0.5514  -0.2479
C: -2.0576 2.5625 0.9685  -0.1310
C: -1.4672 3.6771 1.5478  0.4588
C: -2.1913 4.8006 1.9005  -0.3015
C: -3.5532 4.8196 1.6584  -0.1919
C: -4.1688 3.7248 1.0734  -0.2241
C: -3.4266 2.6085 0.7327  -0.1774
H: -3.9007 1.7527 0.2761  0.2311
H: -5.2313 3.7406 0.8847  0.2172
H: -4.1318 5.6899 1.9273  0.2177
H: -1.6845 5.6383 2.3529  0.2288
F: -0.1336 3.6690 1.7813  -0.3405
H: -0.2834 1.3466 1.0623  0.2198
H: -1.8034 0.4473 0.7802  0.2522
H: -0.4246 3.0378 -2.0073  0.1995
H: 0.6056 2.6185 -0.6280  0.2339
H: 1.6482 2.0279 -2.8114  0.2418
H: 0.0573 -0.8542 -1.3817  0.3978
C: 0.8627 -1.7922 1.0574  -0.4051
H: 0.9543 -0.8173 1.5406  0.2116
H: -0.1981 -1.9739 0.8620  0.2015
C: 1.3919 -2.8781 2.0036  -0.0305
C: 2.7477 -2.4711 2.5867  -0.6125
H: 2.6194 -1.6292 3.2644  0.2087
H: 3.4522 -2.1704 1.8202  0.2075
H: 3.1819 -3.2948 3.1483  0.2082
C: 0.4124 -3.0159 3.1782  -0.5973
H: 0.7624 -3.7732 3.8761  0.2074
H: 0.3240 -2.0729 3.7134  0.2061
H: -0.5780 -3.3029 2.8313  0.2049
C: 1.4363 -4.2316 1.2728  -0.3963
H: 1.9563 -4.9561 1.9032  0.2079
H: 0.4025 -4.5743 1.1773  0.2032
H: 2.6415 -1.4808 -0.1472  0.2351
H: 1.9969 -3.0780 -1.9403  0.2141
H: 0.4216 -3.3121 -1.1729  0.1978
C: 1.6389 -5.5967 -0.7893  -0.5938
H: 2.0336 -6.4354 -0.2203  0.2075
H: 2.0265 -5.6598 -1.8038  0.2061
H: 0.5562 -5.6935 -0.8332  0.2046

Forces on atoms 1 to 3 (eV/Å):
C -0.201 0.096 0.000
H 0.087 -0.089 0.091
H 0.066 -0.014 -0.110

Kohn-Sham gap: 9.8766 eV
Total charge: 0
SMILES string: CC1(C)CC(NC(=O)[C@H]2CCC(=O)N(Cc3ccccc3F)C2)CC(C)(C)C1
HOMO level: -0.3372 Eh
Strongest force on any atom: 0.67 eV Å⁻¹

Entry 3:
The following is a quantum chemistry calculation of 14 unconnected molecules or ions with the total composition C22H72N20O14 at a distorted geometry, from the OMol25 dataset.

Each line ends with the Mulliken charge.
CARTESIAN COORDINATES (ANGSTROEM)
C: -3.5481 -1.3725 -0.0060  0.5191
C: -4.3829 -0.7850 -1.1063  1.0791
C: -5.1244 -1.9082 -1.8204  -1.5918
O: -5.3226 0.0935 -0.6678  -0.6617
H: -2.9820 -2.1931 -0.4467  -0.6814
H: -4.1258 -1.7850 0.8213  0.5131
H: -2.7799 -0.6641 0.3039  -0.4262
H: -3.7883 -0.2329 -1.8341  -0.1143
H: -5.7930 -1.4971 -2.5767  0.4332
H: -5.7945 -2.4195 -1.1294  0.3998
H: -4.4184 -2.6543 -2.1853  0.2656
H: -5.6272 0.4502 -1.5054  0.4044
C: -0.9544 -3.1958 -2.6752  -0.8402
C: -0.6038 -4.2070 -1.5611  0.8440
C: -1.7819 -4.9215 -0.9268  -1.3995
O: 0.2436 -5.3246 -2.0505  -0.5629
H: -0.0481 -2.7940 -3.1282  0.3080
H: -1.3934 -2.3107 -2.2149  -0.0497
H: -1.5761 -3.5843 -3.4819  0.4248
H: -0.1776 -3.6015 -0.7613  0.0606
H: -2.5323 -4.2926 -0.4478  0.2966
H: -1.4442 -5.4417 -0.0305  0.4286
H: -2.3368 -5.4838 -1.6778  0.2948
H: 0.4828 -5.8123 -1.2590  0.3881
C: 2.0034 1.5149 2.9577  -1.1439
C: 2.9921 2.3807 2.1713  0.3871
C: 3.6460 1.5635 1.0191  -0.9621
O: 2.2250 3.3458 1.5461  -0.4507
H: 2.1498 1.6723 4.0263  0.4535
H: 2.2361 0.4507 2.9969  0.3196
H: 0.9675 1.6129 2.6331  -0.1279
H: 3.7132 2.7966 2.8750  0.4559
H: 4.6682 1.9204 0.8932  0.5245
H: 3.0773 1.5490 0.0894  -0.0451
H: 3.6838 0.5312 1.3671  0.2403
H: 2.7957 4.1014 1.3878  0.2175
C: 4.3717 -5.2604 2.4561  -1.6729
C: 3.1296 -4.4399 2.1641  0.9757
C: 2.6967 -3.8562 3.4863  -1.1287
O: 3.5612 -3.4620 1.3210  -0.5885
H: 5.2199 -4.6721 2.8060  0.3442
H: 4.7454 -5.7494 1.5564  0.3859
H: 3.9752 -5.9618 3.1902  0.4134
H: 2.4360 -5.0874 1.6277  0.1127
H: 3.4477 -3.5308 4.2061  0.3122
H: 1.9844 -4.4857 4.0196  0.3362
H: 1.9318 -3.0976 3.3198  0.2178
H: 3.0075 -2.7094 1.1005  0.1727
C: 4.7261 0.9350 -2.7789  0.7516
O: 4.6906 2.0586 -3.2223  -0.7066
N: 3.6996 0.4039 -2.1399  0.3755
N: 5.7972 0.1695 -2.8403  -0.4077
H: 3.8277 -0.5669 -1.8922  -0.1303
H: 2.8243 0.8983 -2.0426  -0.3431
H: 6.5161 0.3557 -3.5249  0.2588
H: 5.7393 -0.7309 -2.3863  0.1539
C: 3.3492 -3.1520 -3.0832  0.4472
O: 4.3420 -2.5254 -2.9032  -0.6845
N: 3.0919 -3.8729 -4.1571  -0.3766
N: 2.3500 -3.1654 -2.1981  0.1593
H: 2.3311 -4.5243 -4.2875  0.1449
H: 3.7900 -4.0397 -4.8676  0.2444
H: 2.4648 -2.9768 -1.2125  0.0531
H: 1.4740 -3.4811 -2.5894  -0.2066
C: -0.8479 5.6539 1.1726  0.8329
O: -1.8779 5.9460 0.6224  -0.8154
N: -0.0056 6.4203 1.7491  -0.2980
N: -0.4844 4.4403 1.3005  -0.1081
H: 0.6353 5.9974 2.4051  0.2057
H: -0.2613 7.3818 1.5750  0.2737
H: -1.1128 3.7110 0.9949  -0.4284
H: 0.4737 4.2122 1.5244  0.3436
C: -2.5557 2.4785 -3.0261  0.5238
O: -2.8852 1.3563 -3.2910  -0.7295
N: -2.5273 2.9515 -1.7875  -0.0477
N: -2.1183 3.3650 -3.8855  -0.4313
H: -2.8703 2.3341 -1.0655  -0.3207
H: -2.2306 3.9129 -1.6998  0.1678
H: -2.4497 3.2619 -4.8340  0.3029
H: -1.8569 4.3172 -3.6732  0.1736
C: -2.5353 0.5356 5.4501  0.5385
O: -1.5752 0.3449 6.1704  -0.7107
N: -3.7908 0.2189 5.7743  -0.4742
N: -2.2970 1.1186 4.3010  -0.1147
H: -3.8738 -0.5296 6.4473  0.2934
H: -4.1746 0.2009 4.8402  0.2132
H: -1.4529 1.6698 4.3615  0.1690
H: -2.9257 1.1584 3.5116  0.0113
C: 0.9484 1.2223 -4.0796  0.3926
O: 0.7984 1.8303 -3.0555  -0.0216
N: -0.0155 1.1965 -4.9896  -0.3532
N: 2.0083 0.6708 -4.6102  -0.3445
H: -0.8462 1.7303 -4.7773  0.1094
H: 0.1215 0.6999 -5.8583  0.1328
H: 2.7929 0.9183 -4.0244  0.0204
H: 2.0305 0.4636 -5.5984  0.1818
C: -1.4343 -2.9017 3.7554  0.4280
O: -0.6934 -2.7772 2.8111  -0.4813
N: -2.6590 -2.3553 3.8721  -0.2932
N: -1.2421 -3.6470 4.8094  -0.3855
H: -3.0522 -1.9623 3.0289  0.0439
H: -3.2397 -2.3697 4.6983  0.1626
H: -1.7840 -3.4942 5.6479  0.1530
H: -0.3728 -4.1591 4.8570  0.2468
C: 0.3666 -0.2178 0.2013  -0.7312
O: 1.2094 -1.1502 0.1974  -0.2675
N: 0.3508 0.8884 -0.4517  2.2940
N: -0.5556 -0.3298 1.1693  1.3718
H: 0.8981 0.8497 -1.2997  -0.8225
H: -0.4235 1.5368 -0.4588  -0.5419
H: -1.3274 0.3217 1.1659  -0.7594
H: -0.6860 -1.0829 1.8295  -0.3498
C: 1.9974 5.1126 -1.5961  0.6118
O: 2.3219 5.9641 -0.8545  -0.7095
N: 2.5210 5.1087 -2.7580  -0.3731
N: 0.9696 4.3622 -1.4427  0.1404
H: 3.3258 5.6601 -3.0192  0.2531
H: 2.2696 4.3233 -3.3411  0.1301
H: 0.5977 3.7108 -2.1191  0.0368
H: 0.5340 4.5105 -0.5437  -0.1436
C: -3.4798 2.5844 1.2640  0.1252
O: -2.3635 2.1997 0.8008  0.4021
N: -3.7632 3.7606 1.7424  -0.2400
N: -4.5930 1.8592 1.2701  -0.3057
H: -4.6823 3.8341 2.1545  0.1744
H: -3.1976 4.5609 1.4978  0.0408
H: -5.4211 2.0492 1.8163  0.1873
H: -4.4994 1.0856 0.6275  0.0987

Forces on atoms 1 to 3 (eV/Å):
C 0.856 0.248 -0.284
C 0.941 -2.503 -1.395
C -0.029 -0.284 0.165

Kohn-Sham gap: 8.9251 eV
Total charge: 0
Energy above the lowest of the compared OMol25 structures with the same formula, charge and spin: 130.85 kcal/mol
HOMO level: -0.3296 Eh
Strongest force on any atom: 6.80 eV Å⁻¹

Entry 4:
The following is a quantum chemistry calculation of C16H23BN2O6 in the gas phase at a distorted geometry, from the OMol25 dataset.

Each line ends with the natural charge from an NBO analysis.
CARTESIAN COORDINATES (ANGSTROEM)
O: -1.8077 0.1307 0.1564  -0.6444
O: 4.0244 1.4914 1.5936  -0.6001
O: -2.0658 3.2199 4.4126  -0.8975
O: -2.1867 2.0079 2.3993  -0.9511
O: 3.6096 1.6008 -0.6490  -0.6952
O: -2.6708 -3.7613 -4.6904  -0.4877
B: -1.5502 2.1741 3.6242  1.1280
C: -0.9745 -0.0914 -0.7275  0.7112
C: 3.3629 1.1899 0.6303  0.7823
C: -0.8719 -2.2455 -3.8089  -0.3255
C: -2.8826 -2.6180 -2.6750  -0.2537
C: -0.4122 -1.4426 -2.7867  -0.0848
C: -2.5026 -1.7488 -1.6805  -0.1201
C: -2.1006 -2.8751 -3.7625  0.3185
C: -1.2550 -1.1542 -1.7040  -0.2169
N: 0.2519 0.6724 -0.7302  -0.4686
N: 2.4604 -0.7719 1.6171  -0.8080
C: -1.8784 -4.0616 -5.8153  -0.2514
C: -0.3689 1.2266 4.0673  -0.7893
C: 1.0143 1.7871 3.9636  -0.3715
C: 0.2788 1.7954 0.2028  -0.2210
C: 1.3388 2.2128 2.5549  -0.4238
C: 1.5257 -0.0634 -0.5773  -0.2300
C: 0.9601 1.2008 1.4464  -0.2271
C: 2.1036 0.3481 0.8255  -0.0013
H: -2.8730 3.5280 3.9712  0.4919
H: -2.0189 1.3273 1.7197  0.5328
H: 4.3358 2.2476 -0.6219  0.5004
H: -0.1791 -2.4183 -4.6203  0.2198
H: -3.8306 -3.0885 -2.5905  0.2268
H: 0.5443 -0.9828 -2.8755  0.2097
H: -3.1487 -1.5693 -0.8441  0.2407
H: 2.7387 -0.4590 2.5432  0.3792
H: 3.2254 -1.2456 1.1617  0.3593
H: -2.3741 -4.8804 -6.3636  0.2024
H: -1.7872 -3.1963 -6.4750  0.1766
H: -0.9020 -4.3755 -5.4645  0.1750
H: -0.4665 0.2593 3.5672  0.2219
H: -0.6272 1.1090 5.1310  0.2374
H: 1.1375 2.5974 4.7015  0.2177
H: 1.7733 1.0409 4.2866  0.1873
H: 0.8550 2.6638 -0.1450  0.1976
H: -0.7698 2.1434 0.3863  0.2440
H: 0.8134 3.1313 2.2881  0.2027
H: 2.3953 2.4667 2.6044  0.2397
H: 1.3192 -1.1468 -0.6648  0.2166
H: 2.1611 0.1838 -1.4017  0.2173
H: 0.2753 0.4399 1.8196  0.2322

Forces on atoms 1 to 3 (eV/Å):
O 0.193 0.240 -0.842
O 0.588 0.082 -0.949
O 0.375 -1.149 -0.738

Kohn-Sham gap: 9.3904 eV
Total charge: 0
Energy above the lowest of the compared OMol25 structures with the same formula, charge and spin: 2.85 kcal/mol
SMILES string: COc1ccc(C(=O)N2C[C@H](CCCB(O)O)[C@](N)(C(=O)O)C2)cc1
HOMO level: -0.3334 Eh
Strongest force on any atom: 2.76 eV Å⁻¹